Record 1
15
Properties=species:S:1:pos:R:3:forces:R:3:mulliken_spin:R:1 method="wB97M-V/def2-TZVPD" e_lumo_ev="-5.821 / -8.943" multiplicity=2 gap_ev="7.716 / 4.568" s2=0.76 charge=+1
C 1.129591 1.506910 0.090128 -0.5 -0.2 0.7 0.0610
C 0.967555 0.271790 -1.987156 0.6 -0.5 0.2 -0.0352
N 0.934328 0.312307 -0.737469 0.6 1.8 -1.2 0.7926
H 0.387814 1.591400 0.880800 -0.1 -0.3 -0.1 0.0006
H 2.128652 1.522389 0.517068 0.2 -0.3 -0.1 0.0126
H 1.048382 2.360805 -0.591133 0.0 -0.1 -0.1 0.0464
H 1.335336 -0.556671 -2.594690 -0.4 -0.4 0.3 0.0469
H 0.757502 1.188366 -2.547158 -0.3 0.1 0.1 0.0684
O -1.998889 0.348689 0.392206 0.6 0.2 0.3 0.0044
C -1.547334 -0.770087 0.342120 -1.1 -0.1 -0.8 0.0021
C -0.982046 -1.523752 1.483435 0.3 0.6 0.6 -0.0031
H -1.658158 -1.292898 -0.623453 0.3 -0.3 -0.1 0.0021
H -0.766209 -2.566354 1.277945 -0.2 0.0 0.0 -0.0003
H -0.057214 -1.014843 1.783346 0.0 -0.2 0.1 0.0012
H -1.679310 -1.378052 2.314011 0.2 -0.3 0.0 0.0003

***

Record 2
16
Properties=species:S:1:pos:R:3:forces:R:3:lowdin_charge:R:1 method="wB97M-V/def2-TZVPD" e_lumo_ev=0.850 smiles="CCC=O.NC=O" gap_ev=10.733
C -1.258673 1.339546 -0.057002 0.0 0.1 -0.1 -0.0953
C -1.181634 0.002226 0.688057 0.0 0.0 0.1 -0.2145
C -1.445068 -1.155154 -0.232074 0.1 -0.2 0.0 -0.2569
O -0.702561 -2.098215 -0.414063 -0.3 0.4 0.1 0.0194
H -0.362637 1.498987 -0.663143 -0.1 -0.1 0.0 0.0696
H -1.332498 2.170198 0.649299 0.0 -0.1 -0.1 0.0764
H -2.129367 1.385858 -0.723041 0.1 0.0 0.1 0.0725
H -0.218034 -0.118407 1.194806 -0.2 0.0 -0.1 0.0859
H -1.973569 -0.033995 1.448367 0.0 0.0 -0.1 0.1215
H -2.414462 -1.112731 -0.776190 0.1 0.0 0.1 0.1277
N 1.871562 -0.729577 -0.653818 0.0 -0.1 0.1 0.1363
C 2.423821 0.111577 0.248897 0.0 0.0 0.1 -0.4176
O 2.019557 0.291315 1.383585 0.1 -0.1 -0.4 -0.0110
H 1.107912 -1.346997 -0.384565 0.1 0.1 -0.1 0.0638
H 2.295228 -0.859133 -1.558315 0.0 0.1 0.2 0.0987
H 3.300425 0.654504 -0.150797 -0.1 0.0 0.0 0.1236

***

Across the entries above, ΔE to the lowest compared entry with this formula, charge and spin takes the values 2.720 0.986 eV, respectively.